[1]
Formula: C4H3Cl2NS
Source: OMol25
Level of theory: ωB97M-V with the def2-TZVPD basis set

The value obtained for the LUMO energy is -1.4301 eV. As for the total charge: 0. The orbital gap is 8.363 eV.

Structure (XYZ):
```
11
Properties=species:S:1:pos:R:3:forces:R:3
Cl 0.404 1.896 0.967 -0.1999 0.3515 0.3508
Cl 2.580 0.105 -0.524 1.6104 1.2454 -0.6806
S -0.670 -0.522 -2.173 0.0801 -0.0057 0.2614
N -2.152 -0.428 1.942 0.3376 0.3596 -0.7797
C -1.604 0.148 1.105 -0.2094 0.0772 0.7414
C -0.795 0.892 0.115 0.5058 -0.9180 0.6724
C 1.161 -0.836 -0.212 -0.1408 -0.4957 -0.4783
C -0.071 -0.172 -0.716 -0.8854 0.7768 -0.9728
H 1.242 -0.964 0.855 -0.6995 -0.7399 0.2790
H -1.406 1.561 -0.471 -0.1502 -0.1343 -0.2977
H 1.310 -1.679 -0.887 -0.2487 -0.5170 0.9041
```
Forces are in eV/Å.

Results of the Löwdin charge analysis, in e, for atoms 1 through 2: 0.66 0.60

---

[2]
Formula: C5H9NSi
Source: OMol25
Level of theory: ωB97M-V with the def2-TZVPD basis set

The value obtained for the LUMO energy is 0.7105 eV. As for the total charge: 0. The orbital gap is 9.035 eV.

Structure (XYZ):
```
16
Properties=species:S:1:pos:R:3:forces:R:3
Si -2.005 0.503 0.281 2.3215 -0.5366 0.2157
N -3.067 -0.630 -0.501 -0.3446 -0.2114 -0.6551
C 2.781 0.214 -0.085 1.1610 0.9926 -0.7778
C 0.456 0.146 0.178 -3.6168 0.8491 0.3070
C 0.960 -1.063 0.328 -0.6029 -1.7922 0.6086
C 1.599 1.063 -0.120 -1.0182 3.4659 1.8384
C 2.395 -1.040 0.149 1.1574 0.3395 0.1385
H 3.757 0.690 -0.338 -0.6795 -1.0120 0.4510
H 0.342 -1.917 0.613 0.5063 0.0116 -0.2275
H -2.710 0.729 1.583 0.8679 0.0722 0.0951
H -3.015 -1.647 -0.348 -0.0320 1.0223 -0.1608
H -1.684 1.776 -0.332 -0.7371 0.4901 -0.5573
H -3.987 -0.342 -0.903 1.4278 -0.3853 0.5742
H 1.499 1.640 -1.027 -0.1385 -0.0375 -0.7030
H 3.140 -1.790 0.232 0.0563 -1.1108 0.0727
H 1.702 1.991 0.646 -0.3285 -2.1574 -1.2196
```
Forces are in eV/Å.

Results of the Löwdin charge analysis, in e, for atoms 1 through 2: 0.66 -0.20

---

[3]
Formula: C24H30N6
Source: OMol25
Level of theory: ωB97M-V with the def2-TZVPD basis set

The value obtained for the LUMO energy is 0.4980 eV. As for the total charge: 0. The orbital gap is 8.464 eV.

Structure (XYZ):
```
60
Properties=species:S:1:pos:R:3:forces:R:3
N 4.299 -4.710 -2.202 0.3462 -0.1614 0.1350
N -5.396 -0.701 0.825 0.2561 -0.1857 -0.4010
N 1.149 -1.671 -0.209 0.8431 0.4379 1.0810
N -0.946 -0.203 3.147 0.7834 -0.0599 0.0944
N 4.278 1.648 -1.594 0.1923 -0.0364 -0.0020
N -0.568 5.550 -1.212 0.2217 0.5268 -1.1396
C 4.548 3.595 -0.587 -0.2821 0.8431 -0.0735
C -7.250 -1.519 1.704 0.2648 -0.4368 0.2952
C 4.473 -4.516 -3.541 -0.1041 -0.1162 -0.0615
C 2.413 -3.783 -2.943 0.7242 -0.4282 0.4289
C -0.162 3.404 -0.976 0.4224 -0.2148 0.1626
C 3.059 -4.287 -1.830 -0.4181 0.5163 -0.0019
C 0.094 3.765 -2.319 -0.2326 -0.0585 -0.4740
C -0.693 0.623 5.181 0.3934 -0.2927 0.1035
C -0.195 5.095 -2.455 -0.0749 -0.0671 0.5258
C -0.903 -2.119 0.447 -0.0216 0.7707 0.9386
C -5.167 -2.037 1.020 0.0213 0.0374 0.7906
C -2.046 0.244 5.007 -0.2090 0.2732 -0.1235
C -0.932 -0.994 -0.427 -0.0710 -0.5145 -0.0845
C 5.204 2.621 -1.281 -0.3147 -0.3249 -0.6346
C 0.415 -2.404 0.688 -0.1440 -0.7351 -1.1309
C 3.177 3.231 -0.475 0.3254 -0.5010 -0.7894
C -2.171 -0.282 3.744 -0.0096 0.5555 -0.2819
C -0.025 0.303 4.024 -0.4397 0.0999 0.0985
C 3.063 2.020 -1.115 -0.5978 0.4424 0.5175
C 0.369 -0.730 -0.801 -1.1887 -0.1875 -0.4013
C -6.666 -0.383 1.217 -0.1362 0.1443 0.0068
C -6.278 -2.557 1.632 -0.0916 0.0389 -0.2069
C 3.324 -3.963 -4.024 -0.5254 -0.0290 -0.5102
C -0.524 4.541 -0.302 -0.3671 0.1370 0.1728
H -2.850 0.476 5.685 -0.0470 -0.3142 0.0629
H 2.170 1.428 -1.200 0.1314 -0.1757 -0.2757
H 1.433 -3.337 -2.952 -0.0583 -0.0833 -0.0767
H 5.370 -4.794 -4.066 0.0413 -0.1169 0.1226
H 0.006 2.418 -0.573 -0.1579 0.0700 0.2338
H -7.036 0.625 1.148 -0.0155 -0.0104 -0.1066
H -0.244 1.012 6.080 -0.0229 0.0795 -0.0246
H 2.154 -1.706 -0.219 0.0094 0.2050 -0.1851
H 4.939 4.573 -0.352 0.2188 -0.1544 0.2507
H -4.199 -2.478 0.858 -0.0039 0.0370 -0.1834
H 4.403 0.914 -2.270 0.1975 -0.0729 0.2049
H 0.433 3.110 -3.105 -0.0352 -0.0061 -0.0115
H -4.736 -0.094 0.373 -0.1831 0.1395 0.0562
H -1.841 -0.528 -0.771 0.1797 0.2494 -0.1184
H 6.172 2.599 -1.749 0.1518 -0.0155 0.2922
H -0.683 -0.419 2.199 -0.4357 -0.3164 -0.0369
H 0.694 0.021 -1.497 0.3604 -0.1672 -0.0456
H 1.015 0.360 3.753 0.0185 0.1255 0.0077
H 2.319 3.826 -0.210 0.1834 0.0300 0.5226
H -0.213 5.759 -3.301 0.1533 -0.0435 -0.0566
H -1.732 -2.521 1.006 -0.0366 -0.1129 -0.1189
H -3.038 -0.575 3.175 -0.0526 -0.1178 0.1000
H 3.108 -3.863 -5.076 0.0601 0.4125 0.0464
H -8.236 -1.667 2.112 -0.0679 0.3490 -0.0038
H 2.753 -4.332 -0.798 -0.0637 -0.0733 -0.0337
H -6.381 -3.544 2.052 -0.0056 -0.0937 -0.2422
H -0.755 6.528 -1.081 -0.1522 -0.1142 0.5191
H -0.798 4.752 0.717 0.0763 -0.2724 0.0853
H 4.951 -5.179 -1.598 -0.0113 0.1168 -0.0008
H 0.879 -3.147 1.314 0.0012 -0.0271 -0.0180
```
Forces are in eV/Å.

Results of the Löwdin charge analysis, in e, for atoms 1 through 2: 0.00 0.00

---

[4]
Formula: H12O6
Source: OMol25
Level of theory: ωB97M-V with the def2-TZVPD basis set

The value obtained for the LUMO energy is 0.3583 eV. As for the total charge: 0. The orbital gap is 11.114 eV.

Structure (XYZ):
```
18
Properties=species:S:1:pos:R:3:forces:R:3
O -1.903 0.818 0.633 4.1107 -1.6652 0.2814
O 0.597 -1.855 -1.758 -3.0715 -2.5549 -2.8202
O -4.358 0.803 0.185 -2.3505 -1.1701 1.6754
O 1.698 -2.396 2.037 -0.4034 -0.9362 -2.1988
O 3.656 2.905 0.065 0.1538 0.2626 0.6132
O 1.231 -0.082 -0.799 -1.3497 2.3291 0.4753
H 1.338 -0.134 -1.771 0.0992 0.4276 0.9528
H -2.645 1.324 0.500 -2.3954 1.3001 0.3225
H 1.460 -1.622 2.546 -0.3353 0.3762 -0.5046
H -5.283 0.671 -0.081 0.4169 0.1604 0.1383
H -3.939 1.202 -0.530 0.7876 0.9020 -2.3446
H 3.870 3.269 0.944 -0.2044 -0.3148 -0.6380
H 2.964 2.251 0.221 -0.0042 -0.0143 -0.0225
H 0.517 -2.656 -2.278 -0.0537 -0.3716 -0.1199
H 0.221 -0.188 -0.750 2.2622 0.5230 0.2415
H 1.374 -1.905 -1.273 2.1432 -0.2463 1.3502
H -2.127 -0.030 1.025 -0.5165 0.3878 -0.1078
H 1.329 -2.375 1.085 0.7108 0.6046 2.7058
```
Forces are in eV/Å.

Results of the Löwdin charge analysis, in e, for atoms 1 through 2: -0.02 -0.07

---

[5]
Formula: C4H11N2S
Source: OMol25
Level of theory: ωB97M-V with the def2-TZVPD basis set

The value obtained for the LUMO energy is -3.8061 eV. As for the total charge: +1. The orbital gap is 10.258 eV.

Structure (XYZ):
```
18
Properties=species:S:1:pos:R:3:forces:R:3
S -0.045 -0.014 1.532 -1.7028 1.3156 -0.3466
N -1.935 -0.679 -0.180 -0.6919 -0.8159 -0.5818
N 2.442 -0.539 0.010 0.8783 -2.4072 0.1112
C -0.344 0.997 0.021 1.5239 0.2589 0.7802
C -0.935 -1.457 0.341 -0.6770 1.1236 1.0259
C 0.409 2.024 -0.314 -1.1842 -1.5979 -0.0527
C -1.366 0.445 -0.941 -2.0128 0.2259 3.9570
H -1.149 -2.209 1.092 -0.2736 -0.2250 -0.4519
H 2.150 0.224 -0.557 0.1196 0.2179 -0.9772
H 2.783 -1.398 -0.531 -0.8922 1.9633 0.6195
H -1.344 0.353 2.127 2.0463 -0.7239 -0.7272
H -0.916 0.003 -1.762 0.6130 -0.0390 -2.1298
H -0.140 -1.629 -0.356 0.5235 -0.4336 -0.0835
H 0.163 2.310 -1.308 0.4788 1.2132 -0.6120
H -2.115 1.272 -1.004 0.4132 -1.0675 -1.0118
H 1.208 2.323 0.281 1.1654 1.0891 0.5999
H 3.270 -0.240 0.514 -0.0695 0.1044 0.1677
H -2.634 -0.406 0.499 -0.2581 -0.2019 -0.2868
```
Forces are in eV/Å.

Results of the Löwdin charge analysis, in e, for atoms 1 through 2: 1.05 -0.10